62
Properties=species:S:1:pos:R:3:forces:R:3:mulliken_charge:R:1 method="wB97M-V/def2-TZVPD" e_homo_ev="-5.6 / -5.6" total_charge=0 max_force_ha_per_bohr=0.0106 e_above_lowest_kj_mol=111.0
Ga -0.20951 0.17973 -0.01372 -0.36 0.04 0.20 0.881
C 7.07714 0.65358 -1.37308 -0.05 -0.01 0.03 -0.488
C 6.43810 -0.50831 -1.77590 -0.06 0.02 0.00 -0.747
C 5.13305 -0.77462 -1.36897 0.06 -0.05 0.02 -0.287
C 4.44702 0.12386 -0.55831 -0.03 0.09 0.08 -0.057
C 5.09712 1.30085 -0.17161 0.02 0.01 -0.03 0.066
C 6.40170 1.55974 -0.56227 -0.06 -0.03 0.01 -0.757
P 2.69570 -0.07552 -0.02027 0.21 -0.18 -0.20 0.193
C 2.31303 -1.77582 -0.59976 0.00 0.03 -0.09 0.043
C 2.30027 -2.89512 0.22548 0.02 -0.04 -0.03 -0.181
C 2.00205 -4.14973 -0.29774 -0.01 0.02 0.02 -0.712
C 1.72111 -4.29652 -1.64771 0.00 0.02 -0.02 -0.472
C 1.71561 -3.18104 -2.47950 0.01 0.03 0.05 -0.696
C 1.99283 -1.92821 -1.95377 0.00 -0.06 0.08 -0.262
C 2.85963 -0.30517 1.78461 -0.25 0.04 -0.01 0.799
C 4.05927 -0.58870 2.38340 0.01 0.00 0.08 -0.046
C 4.16030 -0.73155 3.78418 0.05 0.01 -0.06 -0.924
C 3.04866 -0.59405 4.55805 -0.03 0.00 -0.01 -0.802
C 1.78481 -0.31454 3.97936 -0.01 0.04 -0.08 0.543
C 0.64023 -0.18866 4.80350 0.08 -0.02 0.01 -0.783
C -0.57147 0.08967 4.25042 -0.05 0.03 -0.03 -1.154
C -0.69518 0.23627 2.84982 0.06 0.05 0.03 -0.414
C 0.37170 0.11251 1.98546 0.28 -0.09 -0.07 0.089
C 1.66027 -0.16021 2.56748 -0.06 0.00 0.05 -0.030
H 8.09440 0.85361 -1.68533 -0.02 0.00 0.00 0.373
H 6.95404 -1.21826 -2.41114 -0.01 0.00 0.03 0.410
H 4.65986 -1.69794 -1.67965 0.00 0.03 0.00 0.331
H 4.57734 2.01693 0.45784 0.02 -0.04 -0.02 0.302
H 6.89134 2.47008 -0.23676 -0.02 -0.03 -0.02 0.404
H 2.52187 -2.78957 1.28035 0.01 -0.01 -0.01 0.378
H 1.99008 -5.01475 0.35522 0.00 0.04 -0.02 0.406
H 1.49744 -5.27716 -2.05251 0.00 0.06 0.02 0.382
H 1.47982 -3.28740 -3.53201 0.01 0.01 0.05 0.435
H 1.95879 -1.05104 -2.59071 -0.01 -0.01 -0.02 0.405
H 4.95247 -0.70547 1.78326 0.00 0.01 -0.03 0.486
H 5.12233 -0.94807 4.23294 -0.03 0.00 -0.02 0.418
H 3.11340 -0.69779 5.63564 -0.02 -0.01 -0.01 0.357
H 0.75019 -0.32658 5.87427 0.01 0.02 -0.04 0.346
H -1.45046 0.18269 4.87956 0.03 0.01 -0.04 0.419
H -1.68023 0.44809 2.45290 0.00 -0.05 0.03 0.528
C 1.88046 3.40662 1.07077 -0.14 -0.05 -0.02 -0.570
C 0.54067 3.61936 0.45008 0.00 0.14 -0.03 0.209
N -0.19423 2.71866 -0.16042 -0.23 -0.16 0.28 -0.027
C -1.33108 3.36915 -0.59494 0.06 -0.11 -0.20 -0.416
C -1.27778 4.68282 -0.25767 0.11 -0.04 0.08 -0.662
N -0.07668 4.82909 0.40772 -0.06 -0.06 -0.01 -0.094
H 1.94856 2.37848 1.42309 -0.01 0.04 0.03 -0.072
H 2.03814 4.08009 1.91431 -0.02 -0.01 -0.02 0.448
H 2.67428 3.57058 0.33912 -0.03 0.01 -0.01 0.242
H -2.09899 2.85043 -1.14944 0.11 0.03 0.10 0.480
H -1.96230 5.50103 -0.41331 0.09 -0.08 0.02 0.407
H 0.27475 5.67633 0.81401 0.04 0.05 0.02 0.188
C -4.04742 1.17842 -0.18499 0.11 -0.08 0.07 -0.967
O -2.93216 0.62848 0.52599 -0.13 0.09 -0.13 -0.230
C -2.23997 -0.45910 0.07927 0.17 0.50 -0.13 0.225
C -2.89740 -1.16400 -1.07003 0.03 -0.23 0.08 -1.443
H -3.85412 1.24252 -1.25604 0.03 0.03 -0.01 0.364
H -4.20604 2.17621 0.21531 0.00 0.02 0.05 0.296
H -4.94057 0.57706 -0.01709 -0.03 -0.04 -0.03 0.327
H -3.88980 -1.50298 -0.74634 0.04 -0.03 -0.01 0.448
H -2.30049 -2.03587 -1.33107 0.03 -0.04 -0.05 0.353
H -3.03677 -0.57017 -1.97557 -0.01 0.00 -0.03 0.311